1.
90
Properties=species:S:1:pos:R:3:forces:R:3 method="wB97M-V/def2-TZVPD" orbital_gap_ev=8.2 molar_mass_g_mol=603.82 energy_ev=-51468.063 smiles=c1cc[nH]c1.c1cc[nH]c1.c1cc[nH]c1.c1cc[nH]c1.c1cc[nH]c1.c1cc[nH]c1.c1cc[nH]c1.c1cc[nH]c1.c1cc[nH]c1
N 13.659209 -19.524175 -16.386142 -2.347 0.827 1.257
N 9.463534 -13.827904 -11.788210 -1.031 0.979 0.882
N 12.722253 -14.847319 -10.532409 -0.380 -0.054 1.055
N 7.411376 -19.811611 -16.475670 1.572 -0.071 -1.897
N 4.958012 -17.947732 -12.224485 -1.059 -0.727 0.577
N 3.272286 -14.545315 -16.080131 0.018 -0.022 -0.499
N 8.425035 -18.568951 -13.968603 -0.948 0.377 0.042
N 10.770260 -13.075630 -15.963602 -0.764 0.466 -0.768
N 11.225584 -20.449556 -6.479276 -1.290 1.225 -0.711
C 9.811631 -12.605118 -17.905195 0.522 2.107 -0.746
C 10.206037 -20.020800 -5.647793 -0.770 0.133 -1.294
C 9.338191 -11.580109 -11.601100 0.477 0.777 1.563
C 13.504433 -18.449959 -17.172937 0.066 1.691 -2.593
C 12.556011 -15.914654 -11.317997 0.517 -1.013 -1.786
C 9.318210 -18.928744 -17.413267 -1.526 -0.476 0.278
C 5.265816 -14.541254 -17.037319 -1.097 1.118 -1.879
C 8.062211 -19.156559 -12.809064 0.564 -2.009 0.126
C 12.621653 -19.417358 -15.482174 -0.567 -0.169 1.716
C 11.446400 -16.659744 -10.965812 0.921 0.608 0.111
C 7.960875 -18.205379 -11.850068 0.081 -2.876 2.164
C 4.052540 -15.481090 -15.489869 0.106 -1.089 1.399
C 8.699430 -20.069514 -16.988603 -0.131 -1.207 1.307
C 8.303858 -17.909803 -17.283092 -0.071 -0.642 -0.673
C 9.243069 -19.353020 -6.450230 1.255 -1.059 1.403
C 8.641600 -11.934883 -12.700658 -2.017 -2.877 -2.577
C 12.379799 -17.667630 -16.831186 1.853 -0.464 0.210
C 9.711739 -19.369663 -7.768072 1.661 -0.279 -0.368
C 5.305275 -15.557939 -16.072046 -0.942 0.975 0.345
C 10.185045 -14.206598 -16.447218 0.508 -1.181 0.391
C 10.995940 -16.044735 -9.776017 -0.250 1.410 0.527
C 8.616220 -13.347608 -12.724893 -0.099 0.874 -2.307
C 10.967058 -20.006338 -7.789202 -0.632 -0.266 1.385
C 3.414778 -19.364484 -13.034254 -0.051 -0.164 1.030
C 4.676329 -19.241569 -12.551569 2.666 -0.528 -1.406
C 2.825195 -18.123783 -12.705327 -2.176 -0.346 -0.476
C 8.247873 -17.027379 -12.419589 -0.521 3.623 -0.277
C 11.876515 -18.231613 -15.656922 1.095 -2.289 -0.011
C 7.148291 -18.521042 -16.819658 -0.014 1.332 0.629
C 3.762241 -17.288530 -12.224634 1.110 1.455 0.653
C 10.490975 -12.042578 -16.851741 0.816 -0.746 0.944
C 3.971778 -13.989378 -17.116157 1.925 -0.093 0.677
C 11.762060 -14.896818 -9.542651 -0.032 -0.579 -0.111
C 9.623309 -13.954846 -17.672834 -0.454 -0.619 0.555
C 9.760088 -12.747695 -11.023913 2.253 0.872 1.852
C 8.380832 -17.216716 -13.766138 1.368 0.219 -0.954
H 7.827188 -18.410587 -10.798206 -0.140 0.033 -0.026
H 12.542430 -20.202988 -14.745340 -0.207 0.195 0.173
H 3.744766 -16.312769 -11.762056 -0.406 0.071 -0.336
H 14.273743 -20.320576 -16.476663 -0.131 0.456 -0.108
H 1.752855 -17.995380 -12.705191 0.068 0.490 -0.204
H 9.602776 -12.098877 -18.836066 -0.317 0.136 0.179
H 11.681669 -14.099531 -8.818589 -0.012 -0.315 0.089
H 6.786420 -20.509337 -16.097932 0.009 0.319 -0.292
H 9.015383 -14.579254 -18.310757 0.316 -0.313 0.189
H 5.544452 -19.883098 -12.586032 -0.280 -0.380 -0.123
H 8.400394 -16.908264 -17.675524 -0.211 0.065 0.273
H 11.056623 -17.832474 -15.078249 0.027 -0.421 0.125
H 10.300117 -15.140645 -15.917402 -0.131 0.031 0.051
H 11.280800 -12.987721 -15.096582 -0.327 -0.060 -0.175
H 10.360135 -12.770945 -10.126243 -0.059 -0.501 -0.161
H 6.024824 -14.175754 -17.713129 0.257 -0.341 0.081
H 3.677642 -15.996346 -14.617885 0.000 -0.173 -0.112
H 11.749088 -20.172525 -8.515293 -0.426 0.087 -0.260
H 8.301098 -18.911042 -6.160838 0.176 -0.114 0.308
H 11.994051 -21.032670 -6.180059 -0.139 0.309 -0.200
H 14.194477 -18.358346 -17.998681 -0.161 0.350 -0.112
H 11.970450 -16.748499 -17.223649 0.551 -0.041 -0.492
H 5.880256 -17.616172 -11.980281 -0.244 0.026 0.032
H 13.555199 -14.282456 -10.617420 -0.464 0.177 0.384
H 10.882369 -11.075614 -16.572140 -0.238 0.107 -0.553
H 8.204263 -16.143770 -11.800129 0.055 0.436 -0.660
H 10.337412 -18.925399 -17.770496 -0.258 0.376 -0.043
H 9.371194 -10.563010 -11.239422 0.516 -0.197 0.305
H 8.548123 -16.563589 -14.609837 0.033 0.144 0.238
H 9.188710 -18.874205 -8.572662 0.312 -0.183 -0.208
H 8.177776 -11.359554 -13.488216 -0.148 0.199 0.316
H 6.186623 -18.072693 -16.618206 0.083 -0.081 -0.020
H 8.526387 -19.035717 -14.858529 -0.028 0.160 0.052
H 10.167978 -16.338431 -9.147824 -0.042 -0.001 -0.111
H 11.009098 -17.469597 -11.530886 0.193 -0.128 0.288
H 6.156755 -16.153445 -15.777491 -0.245 0.068 0.105
H 10.225701 -20.303268 -4.605572 -0.155 0.173 -0.083
H 2.352280 -14.284926 -15.754742 0.248 -0.165 -0.223
H 8.100480 -13.982870 -13.429766 0.228 -0.078 -0.056
H 8.017326 -20.225676 -12.662861 -0.001 0.004 -0.326
H 3.640493 -13.163063 -17.727595 -0.206 -0.186 0.166
H 9.695067 -14.787205 -11.573203 -0.030 0.129 0.054
H 13.345524 -16.069231 -12.038528 -0.411 -0.281 -0.416
H 9.076103 -21.079163 -16.917062 0.126 0.074 0.026
H 2.939684 -20.255071 -13.418371 0.033 0.126 0.123


2.
90
Properties=species:S:1:pos:R:3:forces:R:3 method="wB97M-V/def2-TZVPD" orbital_gap_ev=4.2 molar_mass_g_mol=875.81 energy_ev=-170027.830 total_charge=-2
Sb -1.596912 3.522472 -1.466830 -0.077 0.250 -0.176
Se 1.533884 -2.817914 -0.892061 1.501 -0.670 -0.778
S 1.067283 -0.687931 4.856730 0.230 0.136 -0.112
S 0.033112 1.910138 -0.923576 0.273 0.014 -0.351
S 2.791521 -2.498665 2.487595 0.218 0.232 0.203
S 3.040082 0.380021 0.189879 0.205 -0.412 0.397
S 0.402437 1.600269 2.175241 0.339 0.109 0.957
Na 0.136817 -0.502932 -0.008062 0.045 0.669 0.468
N 0.006313 -2.732740 -0.031259 -0.801 -0.289 0.650
C -4.749800 0.644607 -0.237010 -0.026 -0.007 -0.023
C -1.064887 5.554366 2.575347 0.010 0.034 0.073
C -0.814954 1.818563 -4.374337 -0.173 -0.034 -0.055
C -3.445841 5.357916 2.422611 -0.050 0.064 0.120
C 1.965081 -4.698793 -1.261423 -0.309 0.171 -0.047
C 2.913661 -6.332702 -2.767619 0.051 -0.068 0.077
C -4.847413 0.728709 -2.632163 -0.069 -0.012 0.036
C -1.126185 -2.461618 -2.293854 -0.034 -0.039 0.147
C 1.675938 -7.054415 -0.839173 0.039 -0.037 0.013
C 4.248587 -1.768116 1.669058 -0.378 0.060 -0.098
C 2.876836 -0.909934 4.827469 -0.362 0.121 0.157
C 2.385567 -7.360452 -1.994489 0.033 -0.059 -0.064
C 4.254088 -0.256530 1.425317 -0.189 0.174 -0.182
C -2.282326 -1.998043 -0.136433 0.228 -0.203 -0.028
C 0.000223 1.682624 -5.490605 -0.028 -0.075 -0.061
C -3.292434 4.489292 1.345932 0.087 -0.167 -0.005
C -0.938775 4.688171 1.498881 0.039 -0.156 -0.026
C 3.231182 -2.263671 4.261190 -0.168 -0.253 -0.717
C 0.537511 2.809643 -6.102312 0.051 0.106 -0.009
C -2.329097 5.893136 3.050039 -0.022 0.041 0.028
C 2.702762 -5.012354 -2.401956 0.052 0.119 0.117
C 0.236146 4.064485 -5.588674 0.065 -0.051 -0.127
C -0.569106 4.170792 -4.459605 -0.257 0.050 0.062
C 1.035728 1.125050 5.002816 -0.101 -0.138 0.033
C -1.226041 -2.881263 -0.817915 -0.247 -0.261 -0.162
C -2.038170 4.104406 0.855694 -0.145 0.160 -0.223
C -3.843891 1.691021 -2.633035 -0.057 0.043 -0.055
C 0.163389 1.850633 3.984032 -0.083 -0.193 -0.501
C 1.466244 -5.733178 -0.475235 0.110 0.124 0.104
C -3.723895 1.580387 -0.250181 -0.056 -0.035 0.089
C -5.309345 0.207888 -1.431152 -0.028 -0.052 -0.012
C -1.121593 3.062800 -3.814215 0.175 -0.095 0.261
C 2.139331 2.174852 2.159708 -0.306 -0.119 -0.052
C -1.718234 -4.339620 -0.752954 -0.018 0.121 -0.036
C -3.261889 2.126280 -1.445174 0.005 0.108 -0.099
C 2.803569 2.067416 0.800474 0.064 -0.163 0.016
H -0.962310 -5.007856 -1.166438 -0.035 -0.017 -0.047
H 0.915442 -5.473276 0.423019 -0.076 -0.023 -0.041
H 1.291610 -7.856219 -0.217663 -0.051 0.018 -0.012
H 2.068380 1.467187 4.936202 -0.026 0.031 0.059
H 2.650198 -3.037549 4.766826 0.120 -0.045 0.112
H 4.306059 -2.288161 0.711546 0.056 -0.061 0.051
H 3.763425 2.589996 0.799492 -0.019 0.037 0.013
H -0.884509 1.580845 4.123933 -0.022 0.102 0.100
H 2.518993 -8.392247 -2.298936 0.034 -0.004 0.040
H 3.253801 -0.811660 5.849822 0.098 0.015 -0.050
H -2.440400 6.574378 3.887843 0.001 -0.010 -0.002
H -0.523573 -3.175903 -2.857665 0.025 0.055 -0.051
H -1.890036 -4.616869 0.289809 0.031 -0.020 0.008
H 2.133213 2.483268 0.042309 0.144 0.171 -0.036
H -5.109401 0.244123 0.705260 0.049 -0.024 0.006
H -0.768602 5.163914 -4.051749 0.067 -0.005 0.017
H -2.296481 -2.212679 0.934780 0.007 0.024 0.008
H -2.651940 -4.472576 -1.311087 -0.009 -0.019 -0.008
H 3.294808 -0.112859 4.215763 0.064 -0.013 0.020
H 2.682704 1.593047 2.907821 0.040 0.099 -0.019
H -1.218862 0.920925 -3.909338 0.112 -0.025 0.031
H -3.273231 -2.188573 -0.552202 -0.046 0.137 -0.012
H 4.293740 -2.475323 4.406150 -0.022 -0.053 -0.007
H 2.138154 3.224186 2.472019 0.031 0.012 0.018
H 3.482927 -6.565990 -3.660780 -0.025 0.015 -0.020
H -4.438020 5.625837 2.779078 -0.003 -0.021 -0.029
H 4.088069 0.267979 2.364390 0.028 0.046 -0.024
H -3.268710 1.897437 0.682361 0.024 -0.040 -0.035
H 0.675676 1.353565 6.008515 0.037 0.190 -0.037
H 0.267045 2.925501 4.154811 -0.161 0.038 0.077
H -0.653608 -1.479058 -2.378722 -0.050 0.025 -0.125
H 3.095834 -4.199625 -3.004765 -0.045 -0.049 -0.082
H -4.188498 4.087085 0.873186 -0.023 0.066 0.024
H 5.240891 0.027489 1.048483 0.057 -0.036 0.122
H -2.118435 -2.403858 -2.748418 -0.026 -0.005 0.026
H 0.239140 0.697249 -5.881796 -0.017 -0.008 0.038
H -6.088800 -0.546986 -1.426288 -0.007 0.016 0.003
H -0.184115 5.982391 3.049154 0.019 -0.021 -0.021
H 0.646841 4.953002 -6.062481 0.001 0.006 0.032
H -2.049880 -0.939553 -0.281333 -0.303 0.067 -0.038
H -3.490179 2.105638 -3.571226 0.006 -0.051 0.009
H 1.203850 2.710934 -6.953621 -0.045 -0.010 -0.024
H -5.271642 0.380844 -3.568552 0.015 0.023 -0.012
H 0.057301 4.443038 1.128392 0.010 0.044 0.026
H 5.116626 -2.038104 2.275387 0.102 0.011 -0.119


3.
111
Properties=species:S:1:pos:R:3:forces:R:3 method="wB97M-V/def2-TZVPD" orbital_gap_ev="6.9 / 4.7" multiplicity=2 molar_mass_g_mol=1180.24 energy_ev=-144884.541
Ba -0.388894 0.043287 1.006844 0.126 0.085 -0.291
S 1.306279 -0.246277 4.166616 -1.016 -0.841 -0.024
S 4.019944 -1.214117 2.603635 0.714 0.160 -0.842
S 1.222152 -3.353328 2.432118 -0.793 0.845 0.035
P -2.131443 3.107102 1.588668 0.059 0.358 0.988
P -2.872633 -1.098627 3.475337 -0.864 0.029 -1.637
F 2.624584 -4.984500 -2.252294 0.415 -0.210 -0.040
F -3.095741 0.045204 2.255553 0.625 -0.794 0.414
F -2.622960 -2.184435 4.593623 0.416 -0.255 0.556
F -1.847515 -1.882582 2.372135 0.570 0.335 0.576
F -1.593532 -0.269933 4.021130 0.055 0.280 -0.502
F 3.691496 -1.509559 -5.120026 0.951 0.314 -0.510
F -1.396600 0.954875 -5.992151 -0.237 0.460 -0.270
F 4.036787 -4.093222 -4.517537 -0.293 -0.914 -0.453
F -3.995801 -2.062854 2.857822 -0.557 0.878 0.091
F -3.867886 -0.218388 4.348253 -0.020 -0.525 0.235
F 3.048521 0.243693 -3.232867 0.555 -0.819 -0.266
F 0.271547 1.914970 -4.304537 1.193 0.243 -0.196
F 1.924531 -3.196974 -0.362968 0.018 -0.444 -0.501
F -4.351543 -0.264782 -2.551276 -1.321 -0.393 0.054
F -2.732619 0.577904 -0.763237 1.251 -0.253 -0.812
F -3.845011 -0.026779 -5.278222 -0.461 -0.243 -0.625
O -0.920181 -2.985428 -7.932896 -1.002 0.762 -0.165
O 0.561540 -2.592751 -5.132505 0.582 0.288 -0.177
N -1.505339 -1.985008 -5.847462 0.281 -0.223 0.784
N 2.545178 -0.547574 -0.641401 -0.323 -0.421 0.419
N -0.315183 1.472577 -1.272983 1.253 0.720 -1.697
N 1.908077 1.947470 0.728710 -0.223 1.463 -0.006
N -0.734454 -1.918490 -1.272685 1.129 0.104 0.338
C 3.540024 -3.275475 -3.628571 0.179 -0.038 1.160
C 3.273356 -1.044089 -2.855406 0.028 0.267 -2.485
C -1.071218 1.255420 -2.382246 0.165 -0.139 1.011
C 0.931758 2.210288 -1.641292 -1.871 0.764 3.004
C -2.343534 0.731998 -2.083427 -0.768 -0.043 0.273
C 2.995589 -0.106635 4.722238 0.160 -0.256 0.892
C -2.174529 -3.382649 -3.126522 1.097 -0.102 0.201
C 2.917276 -3.700941 -2.446747 -0.488 -0.252 -0.493
C -1.603619 -2.828502 -0.910776 -1.402 0.184 2.133
C 2.733316 -1.441790 -1.629754 0.770 1.576 0.086
C -1.483273 3.101042 4.400247 0.140 -0.421 0.471
C 2.458318 -2.789900 -1.517266 0.117 -0.620 0.875
C 1.884035 2.721294 1.965333 0.575 0.940 1.683
C -1.036462 -1.762263 -7.228011 0.863 -1.400 1.427
C 4.027004 -2.902195 2.087793 0.174 -0.436 -0.633
C -0.828680 1.389388 -3.784910 -1.518 -0.142 1.146
C -4.679570 2.099972 0.702033 0.611 -0.795 0.743
C -3.757613 3.333180 0.762853 -0.221 -0.937 -0.069
C -3.287701 0.365472 -2.983318 0.971 0.261 -1.957
C -0.613161 -2.376987 -4.890461 -0.300 -0.484 -1.030
C -2.391806 -3.558638 -1.757603 -0.282 0.129 -1.913
C 3.882162 -1.267631 4.367222 -0.924 -1.364 -0.476
C -2.408383 6.022329 1.336745 -2.250 -1.347 1.647
C -1.443731 4.853825 1.331929 1.238 -0.976 0.065
C 3.667087 -1.922565 -3.871442 -1.867 1.204 1.410
C -2.643423 3.202205 3.389846 0.922 0.940 0.043
C 3.260146 1.437836 0.568027 0.414 0.061 1.153
C -1.090949 -2.579468 -3.502523 -0.875 -0.129 -0.534
C -0.415350 -1.861631 -2.556397 -0.672 0.208 0.959
C -3.035200 0.528963 -4.383416 0.294 -0.043 2.347
C 0.693562 -3.179344 4.145078 -1.314 1.081 -1.357
C 1.514560 2.876319 -0.365352 0.182 -0.307 -1.034
C -1.798012 1.030965 -4.712068 0.218 -0.672 -0.259
C 2.934864 -3.738903 2.639727 0.069 -3.250 -0.312
C 3.477144 0.559534 -0.620425 -0.284 0.837 -0.544
C 0.785669 -1.871326 4.893988 -0.611 2.015 1.794
H 0.304982 -1.127638 -2.781972 0.846 0.636 -0.664
H -1.742119 -1.136723 -7.665475 -1.336 0.821 -1.073
H -0.596905 5.041482 2.065705 -1.135 -0.355 -0.446
H 0.938656 3.146800 2.259213 -0.809 0.576 -1.053
H 0.711755 3.002342 -2.333724 0.010 0.522 -0.311
H -0.228224 -1.659056 5.345609 1.064 -0.116 -0.691
H -0.020220 -3.272775 -7.896402 0.831 -0.268 0.200
H 1.429960 -1.875422 5.787484 -0.001 -0.578 -0.318
H -1.964769 2.949343 5.391683 0.622 0.341 -0.406
H -1.823468 -2.853714 0.165307 0.123 -0.236 -0.323
H -2.993754 6.224955 0.432519 0.415 -0.301 0.029
H -0.807163 3.966314 4.418007 -0.461 0.119 0.066
H -1.854267 6.871407 1.613260 0.413 1.415 0.259
H 4.850075 -1.245566 4.794863 0.940 0.395 0.708
H 0.824359 3.603587 0.052898 -0.268 -0.157 -0.127
H -3.233674 -4.133291 -1.436568 -0.080 -0.414 0.448
H 3.308849 0.792065 4.204433 0.412 0.349 0.177
H -0.077288 -1.229474 -7.216656 -0.244 -0.201 0.342
H -4.271073 4.119655 1.283392 -0.298 0.516 0.222
H 1.649953 1.591509 -2.058544 1.258 -1.161 -0.995
H 4.066371 2.207772 0.530428 -0.665 0.220 -0.099
H -2.691048 -3.935532 -3.901834 -0.320 0.063 0.176
H 3.448145 0.924286 1.514119 0.125 -0.285 -0.410
H 2.660154 3.536032 2.127840 -0.610 -0.684 -0.907
H -0.371593 -3.398582 4.088847 -0.055 -0.127 -0.150
H -3.336082 2.425682 3.663907 -0.457 -0.386 -0.350
H -4.248390 1.233056 0.169942 -0.469 0.896 0.273
H -2.490352 -1.986154 -5.550761 0.743 0.325 -0.787
H 4.965211 -3.470593 2.077464 0.132 0.382 0.729
H 3.823611 -2.851249 1.040711 -0.164 0.417 -0.944
H 1.105054 -3.950452 4.705864 0.954 -1.451 1.025
H 3.056650 -4.059418 3.650944 0.272 0.427 1.087
H -3.211155 5.828098 2.178947 1.509 0.622 -1.479
H -3.526010 3.691615 -0.224675 0.044 0.196 -0.637
H 2.384473 3.448268 -0.713342 0.255 0.108 0.263
H 3.068008 0.022220 5.809491 -0.321 0.372 -0.178
H -5.661290 2.313369 0.308637 -0.212 0.334 -0.373
H 3.441886 -2.246765 4.672635 0.105 0.796 -0.128
H -3.120232 4.181727 3.594527 -0.085 -0.469 -0.265
H 4.497328 0.186011 -0.521386 0.187 -0.286 -0.231
H -4.856081 1.721643 1.715703 0.013 0.142 -0.039
H 3.024240 -4.779517 2.201210 0.148 1.074 -0.173
H -0.795449 2.248833 4.275281 -0.494 -0.058 -0.246
H 3.455529 1.212517 -1.540805 0.079 -0.861 1.003
H -0.872284 4.746690 0.398315 -0.386 0.313 -0.117
H 1.964641 2.174093 2.892421 0.750 -1.287 0.015